C21H29NO3 | ωB97M-V/def2-TZVPD

The highest occupied orbital energy comes out at -8.4 eV. Its orbital gap is 9.1 eV. The charge is 0. As for the SMILES: COCc1ccc(CN2CCC[C@@](CO)(Cc3ccccc3C)C2)o1. As for the LUMO energy: 0.73 eV. As for the multiplicity: 1.

Cartesian coordinates (Å):
1 H 3.309 -0.465 -1.712
2 H 4.250 -2.126 1.352
3 H -5.789 0.589 -0.060
4 H -3.725 -0.931 2.110
5 H -3.529 -2.177 -0.828
6 O -2.570 0.775 -0.411
7 H 0.524 1.950 -1.679
8 H 4.265 -3.457 0.198
9 H -3.827 -0.776 -1.894
10 H 1.605 0.535 1.497
11 C -3.286 -0.257 0.086
12 C 2.137 -0.010 0.716
13 C 2.334 0.022 -1.836
14 O -5.339 -1.364 -0.600
15 H 3.192 -0.062 0.984
16 H -7.137 -0.474 -0.539
17 H 1.642 -1.561 -2.739
18 H 3.994 1.680 -0.325
19 C -2.049 1.454 0.636
20 H -1.330 3.371 1.153
21 C -3.969 -1.176 -0.878
22 N 0.241 2.252 0.395
23 H 2.345 -4.657 0.214
24 C -1.168 2.627 0.368
25 H 4.208 -1.792 -0.376
26 H 2.961 2.558 -1.454
27 H -0.112 0.563 -0.781
28 C -2.441 0.871 1.806
29 H 1.008 4.005 -0.519
30 C 2.352 -2.534 0.452
31 H 2.417 0.713 -2.692
32 C 2.555 2.998 0.604
33 H -1.481 -2.887 0.852
34 C 1.560 -1.397 0.639
35 C 1.735 -3.777 0.368
36 H 2.667 2.526 1.580
37 C -6.107 -0.196 -0.754
38 C 0.365 -3.916 0.483
39 H 3.193 3.884 0.581
40 H 0.796 4.061 1.248
41 C 0.190 -1.557 0.809
42 H -2.185 1.189 2.795
43 H -0.089 -4.893 0.405
44 O 1.323 -0.925 -2.092
45 H -0.411 -0.689 1.031
46 C 2.007 0.837 -0.575
47 C -0.412 -2.797 0.723
48 H -1.452 3.071 -0.603
49 H -6.039 0.189 -1.779
50 C -3.244 -0.240 1.449
51 C 0.587 1.395 -0.724
52 C 2.973 2.029 -0.497
53 C 3.853 -2.471 0.397
54 C 1.102 3.420 0.417

***

C4H8NOS | ωB97M-V/def2-TZVPD

The highest occupied orbital energy comes out at -2.7 eV. Its orbital gap is 6.4 eV. The charge is -1. As for the SMILES: CN[C@@H](C=O)C[S-]. As for the LUMO energy: 3.70 eV. As for the multiplicity: 1.

Cartesian coordinates (Å):
1 C -0.176 0.526 -1.567
2 H -0.117 -0.412 -2.123
3 H -1.818 0.731 1.069
4 S 1.009 1.669 -2.372
5 H 0.523 1.186 0.440
6 C -1.316 -0.099 1.578
7 H -0.803 0.109 2.515
8 H 1.816 -0.924 -1.362
9 N -0.458 -0.717 0.553
10 H -1.200 0.900 -1.494
11 O 2.496 -0.719 0.489
12 H 0.140 -1.375 1.029
13 C 0.374 0.278 -0.153
14 C 1.707 -0.409 -0.380
15 H -2.178 -0.742 1.780

***

C41H83F3N16O27S3 | ωB97M-V/def2-TZVPD

The highest occupied orbital energy comes out at -8.3 eV. Its orbital gap is 7.1 eV. The charge is 0. As for the LUMO energy: -1.23 eV. As for the multiplicity: 1.

Cartesian coordinates (Å):
1 H -2.861 -2.067 0.905
2 H 0.512 10.475 -2.025
3 H -0.362 -7.165 -6.083
4 O -3.906 -7.109 0.457
5 N -3.218 -7.623 1.316
6 C 0.896 9.458 -1.991
7 C 2.165 -0.272 1.434
8 H 9.677 0.739 2.049
9 O -0.706 4.397 -4.254
10 H 5.105 2.032 1.847
11 H 3.092 6.129 -2.593
12 C 3.394 -6.124 -1.864
13 H 1.734 -2.099 -5.170
14 C -1.692 3.654 -6.209
15 O 6.813 8.407 -0.344
16 H -4.069 -3.016 5.067
17 C -2.462 -2.857 0.219
18 H -3.630 -0.144 2.438
19 H 6.990 -1.130 -3.763
20 H 8.224 1.649 4.774
21 C -4.888 1.125 4.501
22 N 2.591 -6.433 -3.079
23 H -10.073 -0.535 -2.988
24 H -3.224 2.389 3.574
25 H 3.894 7.330 -1.540
26 O -13.097 -1.038 -3.859
27 C 10.038 -1.274 2.847
28 O 3.158 2.583 -2.833
29 N 0.637 -5.347 -6.436
30 H -6.745 -1.013 4.382
31 S -8.619 1.129 -0.841
32 O 1.384 -6.524 -2.932
33 H 0.151 8.743 -2.333
34 C -4.351 -3.881 4.395
35 O 8.195 10.075 -0.354
36 C 0.921 2.963 -2.359
37 N 2.074 2.890 -3.297
38 H 4.443 -6.072 -2.143
39 C -3.401 1.387 4.051
40 F -2.749 2.596 -0.586
41 N 3.185 5.636 -0.548
42 H 0.176 2.247 -2.699
43 C 5.571 1.009 1.969
44 C -2.230 -8.639 0.864
45 H 5.536 0.782 3.079
46 H 7.929 1.930 6.523
47 H -1.691 -9.011 1.730
48 S -1.498 0.969 2.105
49 H -1.229 2.840 -6.762
50 H 0.536 3.976 -2.389
51 O 6.669 -1.533 -1.227
52 O 7.623 0.412 -1.263
53 C 4.770 -0.128 1.181
54 C 2.427 -2.803 -4.715
55 C -3.995 2.370 -0.015
56 H -11.851 -2.029 2.618
57 N 0.839 0.142 0.890
58 H -1.571 -4.904 0.562
59 N 7.090 9.584 -0.485
60 O 2.922 -2.618 -2.461
61 H -0.953 -3.153 -1.330
62 C -3.877 -3.507 2.928
63 H -3.940 -4.846 4.786
64 O -9.838 -2.793 4.062
65 H -0.983 -5.751 -5.178
66 F -4.882 3.091 -0.763
67 H 3.224 -6.925 -1.147
68 O 3.711 -1.112 -3.802
69 C -6.821 -0.336 3.500
70 H 7.243 1.312 0.471
71 H 7.073 0.610 5.669
72 H 5.906 11.254 -0.062
73 H -11.294 -1.437 -2.041
74 H 7.377 -1.178 1.151
75 C -7.818 -0.698 2.515
76 O -3.895 2.766 1.296
77 C -2.510 -4.327 0.826
78 H 5.064 9.936 -0.932
79 H -1.313 -5.911 -6.936
80 H -3.356 -4.933 0.391
81 C -8.022 0.114 1.254
82 N 2.051 9.384 -2.925
83 O 2.105 5.083 -0.673
84 H 2.284 -0.003 2.523
85 H 10.963 -0.776 3.242
86 H -1.613 -0.329 -0.394
87 H 10.306 -2.270 2.410
88 H -2.783 -9.440 0.378
89 O 1.832 9.637 -4.090
90 N 3.073 -2.121 -3.563
91 H 3.334 0.170 -0.476
92 C -1.027 -2.544 -0.375
93 O 10.216 0.763 6.174
94 O 3.189 -6.569 -4.127
95 C 9.322 -0.302 1.799
96 H 9.675 -0.552 0.759
97 C 7.102 1.030 1.559
98 O 0.535 -4.134 -6.525
99 H -2.782 -5.429 2.807
100 H -4.944 3.413 2.951
101 H 9.364 -1.435 3.742
102 C -0.809 -1.013 -0.768
103 H -3.498 -2.441 2.961
104 F -4.199 1.005 -0.151
105 S -0.117 -1.613 2.822
106 H 1.900 -3.678 -4.347
107 H 5.437 -0.507 0.362
108 H 1.239 9.209 -0.990
109 H -3.164 -2.879 -0.673
110 C -12.075 -2.483 3.581
111 H -5.483 -3.882 4.391
112 H -12.966 -3.102 3.518
113 N -10.920 -3.344 3.950
114 O 3.827 5.712 0.480
115 O 1.662 -5.978 -6.569
116 H 6.240 10.965 -1.803
117 H 1.267 2.712 -1.359
118 C -0.141 -0.249 1.886
119 H -1.661 -4.021 2.822
120 H 0.977 0.171 -1.218
121 H -12.183 -1.729 4.358
122 H 3.211 -3.089 -5.412
123 N -11.893 -0.915 -3.975
124 O -11.265 -1.015 -5.012
125 C -11.127 -0.617 -2.736
126 H 7.680 1.754 2.215
127 H 1.354 -1.453 -0.545
128 N 9.112 0.267 6.068
129 O -1.663 2.455 -4.237
130 C 5.984 10.508 -0.850
131 C 3.357 0.370 0.627
132 C 6.552 -0.320 -3.184
133 H -2.777 3.607 -6.273
134 C -6.046 1.716 2.155
135 H 2.312 -1.398 1.395
136 H -1.552 -8.149 0.167
137 H 6.900 0.644 -3.544
138 H -2.752 1.379 4.980
139 H -1.326 4.615 -6.557
140 H 3.326 1.481 0.817
141 O -11.132 -4.527 4.114
142 O -3.268 -7.382 2.508
143 N 6.987 -0.492 -1.774
144 N -8.897 -0.129 0.235
145 H -0.879 -0.986 -1.900
146 C 7.730 -0.403 1.887
147 C 3.771 6.275 -1.756
148 H 3.049 -5.167 -1.478
149 C -2.654 -4.371 2.402
150 C -2.813 0.210 3.134
151 C -5.911 0.889 3.341
152 H 4.598 -0.994 1.888
153 C -0.605 -6.107 -6.134
154 O 3.135 9.075 -2.456
155 H -5.266 1.943 5.189
156 H 5.464 -0.367 -3.196
157 N -7.425 1.955 -0.039
158 H -11.503 0.323 -2.336
159 H -2.460 -0.585 3.838
160 H 7.380 -0.663 2.928
161 O 1.853 3.145 -4.468
162 C 7.992 1.187 5.731
163 H 4.729 5.797 -1.949
164 H -0.195 -2.943 0.279
165 C -5.177 2.993 1.930
166 C -7.088 1.333 1.148
167 N -1.322 3.491 -4.779
168 H -8.483 -1.615 2.645
169 C 0.668 -0.569 -0.415
170 H -5.781 3.791 1.414
171 H -4.727 -3.488 2.181
172 H -4.872 0.185 5.132
173 O 8.841 -0.912 6.212

***

C8H13N2O2PS | ωB97M-V/def2-TZVPD

The highest occupied orbital energy (spin up / spin down) comes out at -6.1 / -8.7 eV. Its orbital gap (spin up / spin down) is 6.8 / 6.2 eV. The charge is 0. As for the LUMO energy (spin up / spin down): 0.71 / -2.58 eV. As for the multiplicity: 3.

Cartesian coordinates (Å):
1 C -0.227 0.826 -1.653
2 C -1.462 0.162 -2.085
3 P -0.670 -1.549 1.208
4 C -0.144 1.318 -0.245
5 N 0.686 1.065 -2.508
6 C -2.695 1.399 -0.317
7 O -0.118 -2.007 2.581
8 H 0.405 2.211 -0.166
9 H 2.158 1.332 -1.090
10 H -1.487 2.195 1.222
11 H 2.809 1.403 -2.760
12 H -0.840 -2.804 -1.396
13 C -1.525 1.601 0.339
14 H 1.121 -3.300 3.533
15 O 0.099 -2.668 0.279
16 H 1.878 2.725 -2.216
17 H -3.571 1.346 0.372
18 C -2.647 0.525 -1.494
19 H -3.644 0.036 -1.851
20 H 1.796 -1.545 3.111
21 H 1.853 -2.870 1.923
22 N 0.096 -2.568 -1.091
23 S 0.777 0.107 0.850
24 C 1.177 -2.427 2.834
25 C 1.916 1.674 -2.185
26 H -1.474 -0.385 -2.995
27 H 0.556 -1.622 -1.377

***

C7H17N | ωB97M-V/def2-TZVPD

The highest occupied orbital energy comes out at -8.9 eV. Its orbital gap is 9.9 eV. The charge is 0. As for the SMILES: CCCCCNCC. As for the LUMO energy: 1.06 eV. As for the multiplicity: 1.

Cartesian coordinates (Å):
1 H 2.369 -1.682 -0.081
2 H -0.448 -0.803 -1.430
3 C 2.306 -0.674 0.531
4 H -1.740 2.883 -2.251
5 H -0.003 -2.404 0.382
6 C 3.480 -0.506 1.543
7 H -2.049 -1.230 -0.573
8 H -1.292 1.334 -2.889
9 H -3.129 0.375 -0.972
10 H -2.919 2.088 -0.326
11 H 4.444 -0.209 1.038
12 C -0.239 -1.330 0.606
13 C -2.437 1.247 -0.913
14 C -0.915 -0.595 -0.446
15 H 3.615 -1.315 2.339
16 C -2.060 1.909 -2.274
17 H 0.743 -0.023 2.070
18 C 0.925 -0.858 1.366
19 H -2.991 1.862 -2.838
20 H 2.133 0.014 -0.260
21 H 1.230 -1.660 2.127
22 H 3.416 0.504 1.942
23 H -0.530 1.335 -0.733
24 H -0.974 -1.496 1.496
25 N -1.177 0.752 -0.217

***

C40H103B2N9O17 | ωB97M-V/def2-TZVPD

The highest occupied orbital energy comes out at -2.6 eV. Its orbital gap is 5.3 eV. The charge is -2. As for the LUMO energy: 2.68 eV. As for the multiplicity: 1.

Cartesian coordinates (Å):
1 H 6.721 8.979 -1.744
2 H -9.450 -3.520 10.755
3 C -2.072 -0.926 -0.182
4 H 8.461 -5.023 -1.070
5 C 3.523 0.898 8.104
6 C -1.966 7.034 3.205
7 H -7.314 3.213 -8.834
8 H 5.248 -0.739 7.183
9 C 0.621 -11.565 7.179
10 C -9.680 4.023 -8.932
11 H 2.452 3.304 7.887
12 H -4.601 6.229 1.610
13 C -6.163 0.926 -7.725
14 H -10.402 5.964 -2.816
15 H 6.053 12.914 -1.662
16 H 8.447 13.127 -1.954
17 N -8.119 1.208 -6.413
18 H 8.565 -2.618 0.414
19 N 5.160 -1.006 -9.905
20 H 1.002 -12.583 7.105
21 H 4.948 -1.369 -7.815
22 H 0.626 -10.780 -4.494
23 H 4.754 12.336 -3.743
24 H 3.800 -1.116 8.872
25 H 5.013 -0.146 -10.414
26 C -0.307 8.901 3.231
27 H -6.647 -1.462 7.871
28 C 5.421 -5.780 -1.860
29 O 2.726 1.868 -1.275
30 H -8.439 -4.864 10.504
31 H -6.427 -0.087 -8.031
32 H 2.451 -7.916 6.174
33 O 2.402 1.348 8.776
34 C 0.577 -8.305 5.162
35 H -7.529 0.996 -5.621
36 H -0.141 -10.131 -3.188
37 N 7.825 13.528 -2.641
38 O 2.053 2.303 1.654
39 C 4.316 -0.156 8.870
40 H -2.294 -6.078 -6.647
41 C 5.669 12.916 -3.857
42 H 6.617 1.005 -8.620
43 H -5.563 1.361 -8.524
44 B -9.398 6.277 -3.058
45 H -3.069 -8.436 -6.129
46 C 3.867 0.419 -8.332
47 C -2.811 -7.775 -5.301
48 H 6.213 12.873 -4.801
49 C 7.445 -4.724 -1.325
50 C -6.809 -3.487 8.702
51 H 5.354 1.209 10.088
52 H -1.565 6.854 4.203
53 H 1.028 2.939 8.831
54 B -0.421 0.657 -0.200
55 H -0.459 -11.700 7.230
56 H 1.134 -8.638 4.287
57 C -2.679 0.503 -0.500
58 N -3.858 6.911 1.668
59 H -1.754 -6.100 -4.926
60 N 6.383 -4.274 0.839
61 H 5.921 0.467 8.032
62 H -10.706 4.345 -8.751
63 H 7.699 11.074 -3.378
64 H 7.620 9.085 -0.271
65 H 0.032 -6.717 4.245
66 H -5.347 5.661 3.485
67 O -2.696 -1.975 -0.068
68 H -9.124 4.939 -8.732
69 H 5.357 -0.405 10.659
70 H 4.849 -6.693 -1.692
71 H -1.567 -8.058 -3.549
72 N 5.510 -0.451 8.116
73 H 7.512 -4.478 -2.384
74 O -3.878 0.825 -0.681
75 O 1.073 -10.351 6.410
76 H -4.809 -7.785 -4.569
77 H -1.130 -7.791 4.046
78 H -3.851 4.662 3.273
79 H 5.890 -3.350 -0.987
80 O -7.862 -3.062 9.585
81 C 5.059 -0.547 -8.522
82 H 5.343 -5.734 -2.946
83 H -9.515 3.680 -9.953
84 H 6.441 0.242 -7.118
85 C 1.768 2.500 8.161
86 H -8.268 1.708 -9.178
87 C 3.582 2.662 -8.992
88 H -3.845 -6.810 -3.867
89 C 1.639 1.585 -0.657
90 C 6.441 0.021 -8.185
91 H -9.355 7.099 -3.756
92 H -9.544 -4.169 9.180
93 H -8.568 -2.342 6.551
94 H -0.168 9.836 2.688
95 C -7.521 -2.447 6.265
96 H 3.569 3.175 -9.953
97 C 6.954 11.272 -2.607
98 H 8.101 -2.094 -1.196
99 H 7.476 14.382 -2.229
100 C 6.789 -3.642 -0.445
101 H 4.211 1.712 7.874
102 H 7.239 -4.531 1.308
103 H -5.529 0.715 -6.864
104 H -4.920 -3.327 6.273
105 H -0.615 -9.326 6.740
106 O 0.067 1.224 1.053
107 C 0.062 -9.542 5.913
108 N -4.024 -7.188 -4.786
109 H -7.566 -3.382 5.706
110 C -6.586 -2.475 7.474
111 H 3.221 0.434 7.166
112 H -8.195 0.281 -6.806
113 C -2.058 -8.708 -4.274
114 H -6.792 2.798 -6.755
115 H -0.259 9.012 4.314
116 H -6.946 -4.459 8.229
117 H 4.852 -5.048 -1.286
118 H 4.018 0.868 -7.350
119 O -1.618 8.401 2.824
120 H 2.916 -0.105 -8.236
121 C 1.293 1.787 0.802
122 N -0.485 -7.432 4.736
123 C 4.703 0.343 10.210
124 H -8.899 6.686 -2.194
125 H -1.022 -11.318 -4.031
126 H 5.987 -5.162 0.566
127 N -5.204 -2.678 6.993
128 H -5.895 -3.650 9.273
129 C -7.254 1.966 -7.286
130 H 1.007 -11.372 8.180
131 O -1.644 1.363 -0.610
132 H -7.419 -1.602 5.585
133 H -4.168 5.679 4.714
134 H 8.536 9.079 -1.711
135 C 1.480 -7.422 6.142
136 O 3.862 1.363 -9.406
137 C -8.834 -3.989 9.988
138 H 7.236 -0.653 -8.504
139 H 1.207 -7.161 7.165
140 O -9.267 3.012 -8.045
141 C -1.881 -6.682 -5.839
142 H -0.999 -7.227 -6.177
143 H 1.718 -6.468 5.671
144 H 0.565 8.277 3.035
145 H 1.262 2.115 7.275
146 O 0.661 0.885 -1.188
147 H 2.569 2.830 -8.627
148 H 6.096 10.641 -2.838
149 H -2.741 -9.368 -3.740
150 H 7.141 -1.648 0.249
151 H -1.535 6.256 2.575
152 O 6.711 -5.946 -1.279
153 H -8.877 5.408 -3.430
154 H -4.428 -2.797 7.630
155 H 6.133 -1.224 -10.061
156 O 7.452 10.844 -1.323
157 O -1.022 -9.518 -4.991
158 C -0.374 -10.458 -4.201
159 C -3.553 6.857 3.046
160 O -0.794 -0.750 -0.057
161 H -0.616 -10.045 5.225
162 H 5.304 13.941 -3.919
163 C -8.050 2.500 -8.461
164 C 6.591 12.741 -2.594
165 C 7.598 9.450 -1.298
166 C -4.268 5.603 3.631
167 C 7.710 -2.439 -0.238
168 H -3.950 7.797 3.430
169 H 4.373 3.186 -8.454
170 H -3.135 6.444 1.141
171 H 3.831 0.562 10.825

***

C3H12N2O | ωB97M-V/def2-TZVPD

The highest occupied orbital energy comes out at -9.6 eV. Its orbital gap is 10.5 eV. The charge is 0. As for the SMILES: NCCCN.O. As for the LUMO energy: 0.91 eV. As for the multiplicity: 1.

Cartesian coordinates (Å):
1 O -0.749 0.033 -3.302
2 H 1.823 -2.183 1.721
3 H -0.502 -1.739 1.357
4 H 0.290 2.325 -0.644
5 H -0.366 -0.465 2.558
6 H -0.092 0.384 -2.676
7 C 0.480 0.039 0.659
8 H -1.142 2.118 -1.362
9 H -1.367 -0.090 -0.440
10 H -1.371 1.188 0.779
11 C -0.747 0.664 0.046
12 N -0.340 1.617 -1.000
13 H 1.196 -2.013 3.173
14 H -1.492 0.622 -3.149
15 H 1.065 -0.450 -0.132
16 H 1.161 0.782 1.078
17 N 1.414 -1.484 2.334
18 C 0.174 -0.973 1.757

***

C4H8N2O | ωB97M-V/def2-TZVPD

The highest occupied orbital energy comes out at -9.5 eV. Its orbital gap is 10.4 eV. The charge is 0. As for the SMILES: [H]/N=C1\O[C@H]1N1CC1.[H][H]. As for the LUMO energy: 0.92 eV. As for the multiplicity: 1.

Cartesian coordinates (Å):
1 H -0.435 -2.540 0.029
2 N -0.507 0.155 0.498
3 H 2.859 -0.621 -1.794
4 C -1.652 0.911 0.884
5 H -1.870 -0.129 -1.124
6 N 2.201 -1.017 -1.123
7 H -1.560 1.940 1.226
8 O 1.813 1.154 -0.041
9 H 0.168 -2.408 -0.392
10 C -1.337 0.636 -0.561
11 C 0.843 0.177 0.720
12 H -2.409 0.316 1.389
13 H 1.130 0.078 1.763
14 C 1.765 -0.149 -0.328
15 H -1.010 1.498 -1.148